Run 1
{"formula": "C23H29N3O3", "method": "ωB97M-V with the def2-TZVPD basis set", "symbols": ["C", "C", "C", "C", "C", "C", "C", "N", "C", "C", "O", "C", "C", "C", "C", "O", "N", "C", "C", "C", "C", "C", "C", "O", "C", "C", "C", "N", "C", "H", "H", "H", "H", "H", "H", "H", "H", "H", "H", "H", "H", "H", "H", "H", "H", "H", "H", "H", "H", "H", "H", "H", "H", "H", "H", "H", "H", "H"], "xyz": [[5.81756, 0.42564, -5.02383], [5.77135, -0.28731, -3.67071], [4.40473, -0.16893, -3.06579], [3.40172, -1.09287, -3.34126], [2.14171, -0.91477, -2.79968], [1.91387, 0.19736, -1.99640], [0.57862, 0.42235, -1.33715], [0.56463, -0.20614, -0.02096], [1.23573, 0.56533, 0.99588], [0.05411, -1.45412, 0.07374], [-0.35765, -2.03654, -0.91398], [0.02663, -2.10051, 1.46199], [-0.43986, -3.55570, 1.39240], [-1.88616, -3.65056, 0.91976], [-2.83214, -2.57552, 1.40597], [-4.02969, -2.65883, 1.19892], [-2.29667, -1.49644, 2.02560], [-3.15304, -0.37794, 2.37857], [-2.74056, 0.85314, 1.61643], [-2.75691, 0.83123, 0.22944], [-2.33738, 1.94216, -0.48194], [-1.89554, 3.07053, 0.17869], [-1.87650, 3.10362, 1.57317], [-1.41985, 4.25978, 2.13430], [-1.43266, 4.38138, 3.53489], [-2.29687, 1.98682, 2.28673], [-0.91438, -1.37553, 2.42402], [2.86875, 1.07654, -1.71696], [4.06926, 0.89578, -2.23758], [5.57685, 1.47963, -4.90421], [5.09637, -0.01433, -5.70911], [6.80902, 0.34267, -5.46252], [6.51087, 0.15868, -3.00252], [6.02322, -1.34087, -3.80909], [3.61095, -1.94558, -3.97232], [1.34545, -1.61971, -2.97884], [0.39623, 1.49036, -1.20649], [-0.21737, -0.03092, -1.92917], [1.57241, -0.05643, 1.82098], [0.57620, 1.35168, 1.37652], [2.10781, 1.04006, 0.54014], [1.04288, -2.07466, 1.87097], [0.19644, -4.11779, 0.70726], [-0.33868, -3.99547, 2.38794], [-1.91022, -3.56992, -0.17020], [-2.31849, -4.61815, 1.18057], [-4.17034, -0.67519, 2.10808], [-3.10602, -0.20401, 3.45985], [-3.09835, -0.05457, -0.28304], [-2.35820, 1.93008, -1.56113], [-1.56420, 3.94474, -0.35884], [-0.76787, 3.65203, 4.01059], [-2.44374, 4.26983, 3.93965], [-1.06986, 5.38590, 3.74659], [-2.29296, 1.98612, 3.36675], [-0.78248, -1.80005, 3.43210], [-0.68114, -0.31034, 2.47465], [4.80591, 1.64514, -1.97395]], "mulliken_charge": [-1.0829, -0.9586, 0.6039, -0.5939, -0.6202, 0.5299, -1.3745, 0.6272, -1.0748, 0.2777, -0.6668, -0.1185, -1.2742, -0.5332, 0.8118, -0.6960, 0.1562, -1.3192, 0.1480, -0.4568, -0.6795, -0.5872, 0.6779, -0.4582, -0.8442, -0.1256, -0.6899, -0.5344, -0.3147, 0.3294, 0.3284, 0.3547, 0.3464, 0.3463, 0.4128, 0.5094, 0.5622, 0.5411, 0.4001, 0.1236, 0.3870, 0.6103, 0.3797, 0.4203, 0.1497, 0.4542, 0.4520, 0.3305, 0.4624, 0.4303, 0.4676, 0.3167, 0.3345, 0.2452, 0.3734, 0.3876, 0.3369, 0.3782], "total_charge": 0, "homo_lumo_gap_ev": 9.08}

---

Run 2
{"formula": "C23H29N3O3", "method": "ωB97M-V with the def2-TZVPD basis set", "symbols": ["C", "O", "C", "C", "C", "C", "C", "C", "N", "C", "C", "N", "C", "O", "C", "C", "C", "C", "C", "N", "C", "C", "O", "C", "C", "C", "C", "C", "C", "H", "H", "H", "H", "H", "H", "H", "H", "H", "H", "H", "H", "H", "H", "H", "H", "H", "H", "H", "H", "H", "H", "H", "H", "H", "H", "H", "H", "H"], "xyz": [[5.25189, -2.83769, -2.03273], [4.00840, -2.95736, -1.38939], [3.87602, -3.88217, -0.38340], [4.92040, -4.65852, 0.08875], [4.71146, -5.60153, 1.08490], [3.45098, -5.76812, 1.61731], [2.40218, -4.98468, 1.16468], [2.58308, -4.03203, 0.16778], [1.52547, -3.27815, -0.34984], [1.61657, -1.83417, -0.28096], [0.71451, -1.21926, -1.35414], [-0.63688, -1.68619, -1.17065], [-1.72215, -0.93663, -0.87494], [-2.83208, -1.42086, -0.73954], [-1.50060, 0.53755, -0.73032], [-0.79621, 1.05481, 0.35040], [-0.67546, 2.42275, 0.51405], [-1.26594, 3.30440, -0.38604], [-1.21249, 4.79371, -0.14522], [-2.29637, 5.31875, 0.67316], [-3.63029, 5.24727, 0.08989], [-4.50113, 4.19378, 0.77216], [-4.68431, 4.48183, 2.14678], [-3.60060, 5.18732, 2.72066], [-2.27758, 4.84495, 2.04836], [-1.96223, 2.77804, -1.46868], [-2.08549, 1.41149, -1.63776], [-0.73326, -3.12808, -1.20716], [0.17004, -3.73417, -0.12931], [5.56426, -3.78327, -2.48720], [5.10573, -2.09428, -2.81550], [6.03202, -2.48888, -1.34742], [5.91060, -4.55037, -0.32465], [5.53940, -6.20050, 1.43186], [3.27629, -6.49877, 2.39243], [1.42678, -5.11398, 1.60647], [2.64608, -1.52709, -0.44958], [1.29535, -1.47340, 0.71196], [0.75023, -0.13081, -1.31120], [1.06852, -1.55142, -2.33717], [-0.34831, 0.38594, 1.07138], [-0.10275, 2.81012, 1.34506], [-0.28072, 5.05269, 0.36721], [-1.24061, 5.33012, -1.09751], [-4.10752, 6.22847, 0.21030], [-3.56603, 5.03464, -0.97656], [-4.04213, 3.19999, 0.65406], [-5.49909, 4.16681, 0.32691], [-3.57813, 4.90591, 3.77683], [-3.77534, 6.27091, 2.65074], [-1.45374, 5.34156, 2.57170], [-2.12927, 3.75564, 2.11993], [-2.40982, 3.44247, -2.19395], [-2.63764, 1.01292, -2.47560], [-1.77624, -3.40011, -1.03736], [-0.41387, -3.48451, -2.19222], [0.13941, -4.82132, -0.21182], [-0.21141, -3.43651, 0.86210]], "mulliken_charge": [-1.0051, -0.3985, 0.6175, -0.4831, -0.7510, -0.8860, -0.1907, 0.1500, 0.3981, -0.2935, -0.9013, 0.1529, 0.2913, -0.6796, 0.1852, -0.2260, -0.3821, 1.1801, -2.0038, 0.1485, -0.7194, -0.2073, -0.4141, -0.6949, -0.4168, -0.6149, -0.6380, -1.3066, -0.7572, 0.3781, 0.2428, 0.3885, 0.3925, 0.3808, 0.3778, 0.4528, 0.4444, 0.1015, 0.4458, 0.2974, 0.4485, 0.4744, 0.4597, 0.5022, 0.3114, 0.3487, 0.1217, 0.3748, 0.3815, 0.2917, 0.3844, 0.2845, 0.3570, 0.4731, 0.4652, 0.3411, 0.5683, 0.3554], "total_charge": 0, "homo_lumo_gap_ev": 8.58}

---

Result of the stability comparison: run 2 is the least stable of them.

---

Run 1
{"formula": "H13O6S", "method": "ωB97M-V with the def2-TZVPD basis set", "symbols": ["S", "H", "H", "H", "O", "H", "H", "O", "H", "H", "O", "H", "H", "O", "H", "H", "O", "H", "H", "O"], "xyz": [[-1.58021, -0.00707, -2.51182], [-2.09781, 1.22875, -2.25568], [1.10893, -0.26699, 0.20313], [2.53647, 0.22181, -0.31860], [1.86183, 0.42489, 0.34537], [-0.62927, -1.40119, 0.37271], [-0.48834, -0.65699, -1.00894], [0.03251, -1.18921, -0.28214], [1.11424, 1.84105, 0.83749], [2.10447, 2.73835, 1.67631], [1.20916, 2.67703, 1.37332], [-2.03046, -0.23518, 3.15242], [-0.96738, -0.25917, 2.10785], [-1.42927, -0.83502, 2.71607], [1.55690, -3.37438, -3.57997], [0.31294, -3.21252, -4.20228], [1.13247, -3.69375, -4.40512], [-1.64678, 1.85414, 1.26179], [-0.67566, 2.37386, 2.31987], [-1.42474, 1.77159, 2.19821]], "mulliken_charge": [-0.7943, -0.0243, 0.4550, 0.2547, -0.7505, 0.2944, 0.2124, -0.6654, 0.4776, 0.2509, -0.6968, 0.2959, 0.3993, -0.6644, 0.3220, 0.3403, -0.6639, 0.3112, 0.3167, -0.6709], "total_charge": -1, "homo_lumo_gap_ev": 7.16}

---

Run 2
{"formula": "H13O6S", "method": "ωB97M-V with the def2-TZVPD basis set", "symbols": ["S", "H", "H", "H", "O", "H", "H", "O", "H", "H", "O", "H", "H", "O", "H", "H", "O", "H", "H", "O"], "xyz": [[1.88050, -0.37219, 1.55318], [2.28658, 0.16895, 2.70577], [-0.07481, -1.34169, 1.93909], [-0.58609, -2.77123, 1.98558], [-0.86293, -1.90274, 1.72358], [-0.08799, 1.22429, -1.97697], [0.43126, -0.17396, -1.95586], [0.02127, 0.45868, -2.56118], [-2.17195, -0.89034, -0.20044], [-1.81434, -0.32534, -1.59829], [-2.56329, -0.67038, -1.06168], [0.47247, 2.60229, -0.20816], [1.76473, 2.53489, -0.98368], [0.96485, 3.07931, -0.91294], [1.25156, -1.58569, -0.46808], [-0.11833, -2.11238, -0.28959], [0.49800, -1.85935, -1.00313], [0.30117, 1.14172, 1.37351], [-1.15113, 1.08021, 0.90509], [-0.44152, 1.71496, 1.03419]], "mulliken_charge": [-0.8150, 0.0236, 0.2396, 0.2813, -0.6402, 0.3385, 0.3945, -0.6983, 0.2756, 0.3787, -0.6846, 0.4145, 0.3159, -0.6837, 0.2956, 0.3547, -0.6722, 0.2766, 0.3066, -0.7015], "total_charge": -1, "homo_lumo_gap_ev": 8.15}

---

Result of the stability comparison: run 1 is the least stable of them.